C28H77Fe2N9O13 | ωB97M-V/def2-TZVPD

XYZ file:
```
129
Properties=species:S:1:pos:R:3:forces:R:3
Fe 3.350186 0.140040 1.127333 -0.485 -1.857 -0.563
Fe -2.063254 1.457330 2.944833 0.200 -1.127 -2.454
O 2.769966 -1.391390 2.495843 1.447 3.807 -6.292
O 2.649256 -0.957930 4.569373 -0.461 1.164 0.584
O -0.453384 -0.809290 0.355943 -1.109 0.266 -1.611
O -0.460374 0.206090 -5.058807 0.301 0.645 0.977
O -0.326804 0.653180 1.840873 -0.936 2.728 2.384
O 1.965656 3.992890 -1.899337 0.307 -0.559 0.258
O 3.986486 -0.182380 -2.870797 -0.846 -1.366 2.833
O -4.214974 2.635120 -1.751077 -0.589 -0.975 1.009
O 1.336646 0.327550 0.553493 -0.076 1.126 -0.937
O 2.238076 -2.879350 3.740663 -1.537 -2.573 1.138
O -0.244964 5.470310 3.669593 -0.436 -0.352 -0.819
O -1.253704 -5.709630 -0.068467 -1.585 1.355 2.075
O -4.978074 -2.089960 4.354643 0.096 0.992 -0.341
N 1.212036 -3.043050 0.449893 0.006 -0.058 0.470
N -3.128474 0.419430 0.962753 0.835 0.640 3.758
N -1.741994 3.488430 1.991893 -0.527 -1.267 0.851
N 0.149656 0.126650 0.849323 1.203 -2.923 0.813
N 1.225986 -1.779480 -2.411517 1.222 1.632 2.016
N 2.499886 -1.716930 3.633633 0.925 -1.091 3.516
N 3.409236 -1.389340 -0.427877 0.513 0.211 -0.575
N -2.731894 -0.377470 3.908533 -2.226 1.329 0.395
N 4.104226 1.419160 -0.471887 -0.173 0.169 1.364
C 2.338616 2.699050 -1.502977 -0.756 -0.208 -1.665
C 1.554296 -5.464950 0.203593 0.471 0.944 -0.750
C -0.804414 5.173830 0.598583 1.480 1.137 -0.478
C -5.900114 -2.458870 5.389483 0.518 -1.069 -0.932
C 0.154376 -0.089240 -3.785367 -0.737 0.430 -0.265
C 3.628006 2.770500 -0.805057 1.212 0.792 2.000
C 4.639716 -1.835060 -1.129587 0.694 0.971 -0.111
C -3.137634 1.012320 -0.311367 -0.266 -1.408 -2.732
C 0.073266 -2.602120 -4.196617 -0.805 -0.059 -1.401
C 0.627216 5.877450 4.718073 -0.666 1.005 0.438
C 0.603226 -4.245820 -0.053087 0.357 -1.849 0.377
C -3.534794 -0.190490 -1.175847 -0.214 0.347 -2.010
C 0.407056 4.619340 2.749843 -0.004 -1.147 0.201
C -3.679834 -2.574180 4.611013 0.294 1.067 -1.725
C 3.954476 0.140850 -4.197227 1.095 1.464 -1.538
C 4.823486 3.293160 -1.563367 -0.498 1.832 -1.415
C -0.458204 4.072650 1.544953 0.627 1.079 1.374
C 0.827646 3.955640 -2.709267 -0.314 1.537 -0.622
C -1.396184 1.321410 -5.010047 -0.037 -1.264 0.020
C -2.658334 -1.805580 3.618953 -1.127 -1.845 0.717
C -2.673934 -5.718750 0.167873 -0.131 -1.546 -1.427
C 4.655106 -1.412180 -2.617187 -0.763 -1.502 -0.297
C -0.792134 -4.524330 0.556043 1.739 0.570 -1.525
C -1.300294 -2.171080 3.889683 2.484 -1.287 -0.092
C -4.974684 3.841880 -1.965217 0.015 0.031 -0.111
C 0.888966 -1.394800 -3.758547 -0.242 -2.275 -0.412
C -4.113994 2.108240 -0.378207 -0.597 3.169 -1.388
C 4.782906 -3.346990 -0.960157 0.545 0.928 1.204
H -0.659604 -1.792800 3.093103 0.235 0.040 -0.003
H 0.157536 5.616540 0.340193 0.084 0.292 -0.161
H 1.818766 -1.358470 -4.326227 -0.143 0.217 -0.299
H -5.047514 1.878330 0.135383 -0.527 -0.220 -0.537
H -4.374584 4.744250 -1.848167 0.343 -0.063 0.335
H 0.808166 5.159330 5.517863 0.165 -0.727 -0.478
H 4.177586 -2.191120 -3.211597 -1.071 -0.219 0.179
H -0.506544 -3.015360 -3.371297 -0.108 0.245 0.107
H 3.900656 -3.806410 -1.405877 0.436 -0.438 -0.125
H 5.078866 1.656690 -0.354607 0.503 -0.719 0.752
H 5.805716 3.235470 -1.094327 -0.236 -0.310 0.628
H 0.751326 -3.397350 -4.506347 -0.087 -0.027 -0.207
H 5.618876 -1.568290 -3.101817 0.845 1.167 0.502
H -0.089274 3.997790 -2.121387 -0.209 -0.655 0.130
H -3.170414 -4.946170 -0.419277 0.075 0.285 -0.013
H -0.642844 -2.377580 -4.987107 0.222 -0.151 -0.315
H 0.110276 3.323430 0.993953 0.123 -0.229 0.389
H -3.051844 -5.681680 1.189583 0.695 0.176 0.374
H -5.755494 -3.534450 5.491083 -0.166 -0.161 0.621
H -3.428094 -2.329180 5.642853 0.458 -0.301 0.253
H -2.558424 -0.407450 0.855923 0.454 -0.267 0.388
H 1.164296 -6.453050 -0.040617 -0.450 0.228 0.550
H 0.614896 -1.320140 -1.751457 -0.075 0.157 0.279
H 1.515306 2.159620 -1.034707 0.019 0.246 1.104
H -1.442264 -3.673880 0.350723 -0.395 0.254 -0.664
H -2.752114 -0.937680 -1.307077 0.409 0.298 0.066
H 0.824876 0.694470 -3.432747 0.259 0.457 -0.335
H -4.065194 0.061890 1.084453 -0.303 -0.064 0.445
H -3.845264 0.154570 -2.162077 0.106 -0.168 -0.177
H -4.371624 -0.773790 -0.791697 -0.289 0.391 0.362
H 1.315946 5.085140 2.368993 -0.023 0.227 -0.384
H 1.553756 6.292460 4.321343 0.087 -0.110 0.027
H -1.175304 4.857890 -0.376457 -0.641 -0.110 0.266
H 2.414416 -5.396780 -0.462477 0.080 0.298 -0.279
H 5.398976 -1.251650 -0.608747 0.810 -0.485 -0.188
H 4.786816 -3.491460 0.120213 -0.628 -0.229 0.221
H -5.880354 3.968060 -1.371967 0.086 -0.458 0.395
H -0.730534 -4.445980 1.641473 0.133 -1.124 0.481
H -2.188804 1.429300 -0.648947 0.383 -0.310 0.272
H 3.168616 0.822990 -4.521557 -0.361 0.184 0.791
H 5.771166 -3.763330 -1.155337 -0.240 -0.004 -1.076
H -5.649444 -1.942200 6.315943 -0.465 0.083 0.021
H 0.082006 6.661650 5.243313 0.126 0.243 -0.224
H -3.736054 -0.481720 3.938533 -1.821 1.779 -0.871
H -5.317864 3.875850 -2.999227 0.209 -0.464 -0.046
H 2.833206 -1.106310 -1.207747 -0.940 0.635 -0.220
H -0.979514 -1.691400 4.814403 0.289 -0.512 0.198
H -2.739894 -0.342890 4.917913 1.334 0.251 0.862
H 0.541656 -4.128280 -1.134977 -0.624 -0.303 -0.101
H -0.989204 2.220820 -4.547977 0.145 -0.067 0.043
H 4.705326 4.358070 -1.763577 -0.052 -0.039 -0.455
H -3.720004 2.979770 0.144573 0.058 0.058 0.679
H 3.834066 -0.688910 -4.893727 0.658 -0.290 0.149
H 2.456086 2.034370 -2.358847 0.343 0.079 -0.819
H -2.285254 3.604720 1.148413 -0.583 -0.791 -0.251
H -1.177264 -3.254110 3.893223 0.303 0.025 0.344
H 1.616086 -3.221420 1.358203 0.204 -0.055 0.413
H -6.905894 -2.361690 4.980753 0.100 0.615 0.398
H -0.564424 -0.180410 -2.971047 -0.854 0.127 -0.036
H 0.836746 3.171550 -3.466377 -0.003 -0.287 0.235
H 3.492556 3.390100 0.081433 0.063 -0.120 0.371
H -3.002874 -6.675280 -0.238267 -0.184 0.017 0.034
H 0.464096 -2.384170 0.612903 0.259 0.248 -0.082
H -2.298484 0.985000 -4.499377 0.005 0.120 0.562
H -2.218554 4.155280 2.582063 0.207 0.585 0.598
H 0.820726 4.903290 -3.247797 0.031 0.012 -0.164
H -1.774344 1.548760 -6.006747 0.672 -0.098 -0.194
H -2.910904 -2.021160 2.580763 -0.398 0.206 0.015
H 4.142416 1.090460 -1.426137 -0.232 -1.846 -0.338
H 2.032096 -5.369240 1.178613 -0.499 -0.412 0.377
H 4.890956 0.698570 -4.189667 0.334 0.005 -2.085
H -3.676914 -3.643140 4.397903 0.477 -0.131 0.248
H 2.891496 -2.216820 -0.168407 -0.522 -0.415 0.701
H 4.903486 2.736250 -2.496937 0.030 0.186 -0.315
H 0.763546 3.784900 3.353773 0.136 -0.646 -0.154
H -1.350434 5.979090 1.090033 -0.403 -0.146 -0.228
H 1.136876 -2.755350 -2.166927 0.094 -0.027 -0.626
```
Forces are in eV/Å.

<S²>: 20.0144
LUMO (alpha / beta): -5.868 / -6.936 eV
Frontier orbital gap (alpha / beta): 7.135 / 6.074 eV
Multiplicity: 9
Largest force on an atom: 7.5 eV/A
Net charge: +2
HOMO energy (alpha / beta): -0.478 / -0.478 hartree


C28H77N7O7 | ωB97M-V/def2-TZVPD

XYZ file:
```
119
Properties=species:S:1:pos:R:3:forces:R:3
O -4.369300 -2.528760 0.234291 0.299 -0.029 0.020
O 1.357145 0.394622 -5.988592 -0.237 0.050 -0.338
O -1.298599 -4.920260 3.753192 -0.538 0.787 -0.531
O 4.597294 3.871458 0.782039 0.235 -0.302 -0.381
O 5.944462 1.562725 -2.982683 -0.282 -0.286 0.225
O -6.121544 2.693501 3.069285 0.596 0.499 0.168
O -0.491967 0.061972 0.170945 -0.288 0.439 -0.031
N 8.739317 -0.611408 -3.953723 -0.383 0.378 -0.105
N 1.743733 1.248364 -1.050890 -0.901 0.491 -0.271
N -4.493857 0.298304 -0.316528 -0.318 -0.377 0.053
N -3.574478 0.057817 3.865684 0.216 0.259 -0.979
N 0.933264 -2.421166 -6.655694 0.115 0.436 -0.239
N -3.011483 -7.088279 3.760210 0.241 0.836 -0.281
N 7.339228 5.371564 2.805159 -0.027 -0.047 0.083
C 7.500592 0.178474 -4.161819 0.230 -0.263 -0.627
C -0.669878 0.944259 -0.916696 -0.160 0.167 -0.877
C -5.664367 -0.605521 -0.247834 -0.241 1.577 -0.624
C 3.221671 3.853252 1.083369 0.168 0.091 1.179
C -5.358169 1.503717 3.038698 -0.651 -0.344 -0.329
C -6.604289 3.090175 4.333216 -0.016 -0.496 -0.004
C 0.971641 1.678181 -5.557151 0.406 0.180 0.335
C 5.421017 4.883846 1.321700 0.058 -0.068 -0.383
C -3.805882 -3.353432 1.231358 -0.420 -0.103 -0.292
C -3.246209 2.457500 4.058263 0.479 0.538 0.052
C -5.434791 -1.742468 0.721066 -0.431 -0.644 0.018
C 7.078031 0.750406 -2.823570 0.662 0.084 -0.226
C 5.528344 4.042113 3.736208 0.705 -0.738 -0.198
C 0.712920 -0.470231 -2.500462 -0.609 -0.115 -0.451
C -3.504513 -5.774092 4.201459 0.112 -0.189 1.206
C -0.557647 -3.709088 3.622095 0.031 -0.864 0.467
C 5.402217 1.928390 -1.731257 0.199 0.486 0.232
C 0.542945 0.895750 -1.833279 0.469 -0.409 0.087
C 6.316657 4.378468 2.462399 -0.508 0.910 0.209
C -4.254810 1.331580 4.085728 -0.492 -0.443 0.023
C -0.028716 -1.384284 -6.983038 -0.397 0.510 -0.756
C -6.019106 -1.046512 -1.660332 0.455 -1.508 -0.178
C 0.695836 -0.051433 -7.168381 0.054 -0.371 0.392
C 6.429765 -0.707234 -4.780604 -0.437 -0.194 0.147
C -1.219224 0.449558 1.311134 -0.417 -0.076 0.652
C -1.241328 -1.289454 -6.052773 0.901 -0.124 0.407
C -2.415311 -4.788989 4.621766 0.731 -0.112 0.517
C -4.478642 -6.058261 5.356986 -0.217 0.387 -0.311
H -3.839446 -0.090532 -0.987617 0.175 -0.017 0.189
H -4.126547 -0.774557 3.995037 -0.082 0.053 0.279
H -0.415096 -1.502774 -8.007781 0.045 -0.585 0.088
H 4.817567 5.763712 1.574637 0.133 0.025 0.297
H -2.862355 -3.785294 4.598837 0.197 0.102 -0.214
H -3.540811 -2.725300 2.088290 0.160 -0.265 0.191
H -2.015092 -4.907732 5.641825 -0.402 -0.316 0.096
H -0.029313 1.665582 -5.117288 -0.011 0.048 0.139
H -0.878227 1.971679 -0.599636 0.353 0.006 0.308
H -1.537736 0.680706 -1.542102 -0.064 -0.299 0.300
H 0.997446 2.464064 -6.321335 -0.025 -0.340 -0.353
H -5.211997 -1.379258 1.735292 0.198 0.294 -0.149
H -0.854652 -1.220477 -5.031443 -0.215 0.205 -0.002
H -7.151382 4.014150 4.169308 -0.025 0.019 0.138
H -1.202678 -2.859936 3.386066 -0.012 0.010 -0.160
H 5.608989 -0.141029 -5.222126 0.022 0.188 0.275
H 6.114106 5.172491 0.520779 -0.184 0.145 -0.063
H 7.715769 5.830227 1.982581 0.028 -0.083 0.009
H 7.698987 1.004564 -4.857416 -0.117 0.115 0.117
H -1.370960 -0.442288 1.917186 0.114 0.054 0.108
H 6.014766 -1.356113 -4.004214 -0.034 -0.077 -0.109
H -5.798104 3.240806 5.058432 -0.068 0.219 -0.061
H -2.181177 -6.914922 3.195341 -0.153 -0.189 -0.103
H -5.911630 -0.313574 -2.456032 -0.074 0.472 0.391
H 6.834086 3.498757 2.074552 -0.162 -0.147 0.095
H 2.925363 2.808375 1.034865 -0.306 0.109 -0.335
H -6.496046 0.032674 0.076071 0.001 -0.298 0.474
H 1.493058 -2.075580 -5.884586 0.014 -0.340 0.134
H -4.809251 1.263089 5.033275 0.426 0.502 0.247
H 5.256554 1.061851 -1.077600 -0.072 -0.080 -0.074
H 0.502347 -3.303191 -6.421935 -0.037 0.020 0.174
H -7.014083 -1.490554 -1.724727 -0.066 0.160 0.116
H -3.668071 3.355229 4.510611 0.124 0.008 0.031
H 3.056902 4.174597 2.122184 -0.056 0.027 -0.087
H 6.062016 2.629236 -1.204792 0.054 -0.092 0.006
H 0.833760 -1.268186 -1.768287 0.107 0.038 0.043
H -5.328048 -1.859997 -1.920609 -0.073 0.079 -0.108
H -4.970159 1.460555 2.020633 0.182 -0.032 0.095
H -6.081694 0.679909 3.157834 0.226 -0.253 0.007
H 7.930622 1.330197 -2.434643 -0.115 0.132 0.113
H -2.303335 2.217784 4.560993 -0.306 -0.140 0.435
H -2.665333 -7.552400 4.594328 -0.024 -0.151 -0.054
H 0.336108 1.617836 -2.629847 0.250 0.209 0.134
H -1.828483 -2.206465 -6.089082 -0.189 0.099 -0.171
H -0.158400 -0.713099 -3.121195 -0.069 0.022 0.246
H 8.890846 -1.146532 -4.801240 0.142 -0.075 0.080
H 1.537553 -0.479596 -3.216346 0.229 0.112 0.245
H -0.737014 1.232146 1.912520 0.424 -0.158 -0.128
H 6.926965 6.087271 3.391223 0.061 0.083 -0.057
H 5.451590 4.863368 4.448503 -0.067 0.271 -0.267
H 2.595151 4.497249 0.461095 0.209 -0.137 -0.359
H -2.216286 0.862711 1.129088 0.035 -0.192 -0.519
H 1.598654 0.792717 -0.157207 0.517 -0.142 0.025
H -7.272079 2.325270 4.757061 -0.078 0.096 -0.053
H 1.463593 -0.197362 -7.931482 -0.081 0.116 -0.133
H -0.053273 0.670395 -7.503909 0.163 0.180 -0.028
H -0.039236 -3.517520 4.569363 0.079 0.218 -0.101
H -2.939398 -3.874257 0.828958 0.156 0.291 -0.059
H 6.931771 -0.072085 -2.112216 -0.299 -0.037 -0.050
H -2.693250 0.019031 4.350699 -0.061 -0.205 0.197
H 4.535538 3.674785 3.494895 -0.015 -0.117 0.089
H -4.106175 -6.851993 6.003975 0.093 -0.085 -0.084
H -4.052741 0.265193 0.595849 0.289 0.081 -0.138
H 0.169795 -3.898795 2.837258 0.034 0.260 -0.034
H -1.836199 -0.407369 -6.284075 -0.240 -0.109 0.030
H -2.890712 2.748776 3.064960 -0.527 -0.256 -0.229
H -6.334515 -2.368198 0.850844 -0.013 0.065 -0.217
H 4.456822 2.450435 -1.867236 -0.030 -0.131 -0.202
H -5.422599 -6.376104 4.915206 -0.058 -0.127 0.236
H 6.786714 -1.346390 -5.591847 0.337 0.055 0.110
H -4.513623 -4.142965 1.512924 -0.078 0.147 0.270
H 2.570195 0.895836 -1.512011 0.111 -0.128 0.198
H 1.729511 1.976309 -4.831441 -0.277 0.001 0.279
H 9.511944 0.044820 -3.893329 0.093 -0.178 0.107
H -4.025278 -5.207910 3.427252 -0.166 -0.695 -0.416
H 6.088485 3.257369 4.251015 -0.272 -0.027 0.155
H -4.673053 -5.206539 6.014040 0.031 0.159 -0.238
```
Forces are in eV/Å.

Structure (SMILES): COC[C@H](C)N.COC[C@H](C)N.COC[C@H](C)N.COC[C@H](C)N.COC[C@H](C)N.COC[C@H](C)N.COC[C@H](C)N
LUMO: 0.414 eV
Frontier orbital gap: 9.450 eV
Energy above the lowest of the compared OMol25 structures with the same formula, charge and spin: 39.00 kcal/mol
Largest force on an atom: 1.7 eV/A
HOMO energy: -0.332 hartree


- largest force on an atom of number 1 (C28H77Fe2N9O13)?
  7.5 eV/A


- largest force on an atom of number 2 (C28H77N7O7)?
  1.7 eV/A